Record 1
{"formula": "C5H8OS", "method": "the ωB97M-V functional and the def2-TZVPD basis", "lumo_energy_ha": 0.02669, "multiplicity": 1, "total_charge": 0, "de_lowest_ev": 2.9195, "smiles": "CC#C[C@@](C)(O)S", "gap_ev": 9.7, "homo_energy_ev": -8.99, "largest_force_ev_per_a": 3.69, "species": ["C", "C", "C", "C", "C", "O", "S", "H", "H", "H", "H", "H", "H", "H", "H"], "xyz": [[-1.41, 0.65, -0.18], [-0.29, 0.25, -0.30], [-2.84, 0.94, -0.17], [1.33, -1.36, 0.70], [1.15, -0.21, -0.34], [1.37, -0.45, -1.67], [2.29, 1.19, 0.32], [-3.15, 1.64, 0.63], [-2.82, 1.57, -1.12], [-3.40, 0.06, -0.34], [2.29, -1.33, 1.36], [0.49, -1.09, 1.44], [1.13, -2.36, 0.15], [2.21, -0.66, -1.97], [1.65, 1.15, 1.49]]}

Record 2
{"formula": "C5H8OS2", "method": "the ωB97M-V functional and the def2-TZVPD basis", "lumo_energy_ha": 0.00129, "multiplicity": 1, "total_charge": 0, "de_lowest_ev": 5.5494, "gap_ev": 8.6, "homo_energy_ev": -8.53, "largest_force_ev_per_a": 4.81, "species": ["C", "C", "C", "C", "C", "H", "H", "H", "H", "H", "H", "H", "H", "O", "S", "S"], "xyz": [[2.48, 0.98, 2.06], [1.88, -0.25, -0.09], [-0.79, -0.75, -1.10], [-2.29, -0.82, -0.63], [-3.20, 0.13, -1.07], [1.34, 1.74, 2.09], [2.39, -0.11, 2.84], [3.58, 1.47, 2.07], [-0.31, -1.79, -0.99], [-0.74, -0.54, -2.20], [-2.45, -1.17, 0.50], [-4.23, 0.45, -0.78], [-3.04, 1.03, -1.90], [2.82, 0.46, 0.60], [2.40, -1.07, -1.45], [0.17, 0.24, 0.04]]}

Record 3
{"formula": "C5H8OS2", "method": "the ωB97M-V functional and the def2-TZVPD basis", "lumo_energy_ha": [-0.06498, -0.06489], "multiplicity": 1, "total_charge": 0, "de_lowest_ev": 6.0193, "gap_ev": [6.6, 6.6], "homo_energy_ev": [-8.40, -8.40], "largest_force_ev_per_a": 3.64, "species": ["C", "C", "C", "C", "C", "O", "S", "S", "H", "H", "H", "H", "H", "H", "H", "H"], "xyz": [[-2.03, -0.48, -0.88], [1.38, -0.42, -2.01], [-1.94, 0.71, -0.35], [1.38, 0.06, -0.82], [2.47, 1.78, 0.64], [3.63, -0.56, 0.14], [-0.68, 1.84, -0.69], [2.32, -0.02, 0.64], [-2.96, -1.06, -0.79], [-1.24, -0.76, -1.51], [2.02, -1.23, -2.30], [0.87, 0.04, -2.88], [-2.79, 1.31, -0.01], [2.31, 2.27, 1.63], [1.72, 2.07, -0.06], [3.51, 1.98, 0.19]]}

Record 4
{"formula": "C5H8OS2", "method": "the ωB97M-V functional and the def2-TZVPD basis", "lumo_energy_ha": [-0.00360, 0.00280], "multiplicity": 1, "total_charge": 0, "de_lowest_ev": 4.5895, "gap_ev": [7.1, 7.5], "homo_energy_ev": [-7.17, -7.38], "largest_force_ev_per_a": 3.85, "species": ["C", "C", "C", "C", "C", "O", "S", "S", "H", "H", "H", "H", "H", "H", "H", "H"], "xyz": [[-0.94, 0.52, 0.16], [1.66, 0.71, 0.50], [2.21, 2.01, 0.99], [-2.05, -1.69, 0.07], [-0.94, -0.81, -0.49], [-1.68, 1.37, 0.35], [2.32, -0.67, -0.04], [-1.00, -0.68, -2.30], [2.09, 1.81, 2.01], [1.65, 2.86, 0.65], [3.35, 2.23, 0.65], [-1.88, -2.59, -0.62], [-3.12, -1.33, -0.19], [-2.00, -1.73, 1.18], [0.06, -1.08, -0.26], [0.26, -0.94, -2.67]]}

Number 1: energy -668.63125 Eh. Number 2: energy -1066.72743 Eh. Number 3: energy -1066.71016 Eh. Number 4: energy -1066.76271 Eh.